1.
Formula: C5H10NO2
Source: the OMol25 dataset
Level of theory: ωB97M-V with the def2-TZVPD basis set

XYZ file:
```
18
C5H10NO2, DFT ωB97M-V with the def2-TZVPD basis set
C 1.383 -1.007 1.196
C 0.028 -0.102 0.850
N -0.575 0.883 1.758
C 0.436 0.768 -0.491
C -0.883 0.667 -1.292
C -1.013 -0.910 -1.920
O -2.151 -1.274 -2.033
O 0.077 -1.456 -2.094
H 1.488 -1.487 2.227
H 1.461 -1.632 0.316
H 2.317 -0.315 1.090
H -0.615 -0.854 0.462
H -0.556 0.667 2.683
H -0.563 1.865 1.417
H 1.197 0.429 -1.212
H 0.827 1.672 -0.272
H -1.089 1.422 -1.994
H -1.769 0.665 -0.691
```

The energy above the lowest of the compared OMol25 structures with the same formula, charge and spin is 53.1 kcal per mole. Its SMILES is C[C@@H](N)CCC(=O)[O-]. Its charge is -1. Its electronic energy is -10931.960 eV. For the HOMO energy, the calculation gives -3.64 eV.

---

2.
Formula: C4H7NOS
Source: the OMol25 dataset
Level of theory: ωB97M-V with the def2-TZVPD basis set

XYZ file:
```
14
C4H7NOS, DFT ωB97M-V with the def2-TZVPD basis set
C 0.585 2.481 -0.782
C -0.186 1.554 0.251
C -1.109 0.657 -0.575
N -0.173 -0.525 -0.208
S -0.526 -2.263 -0.049
C 0.628 0.373 0.489
O 1.622 0.063 1.095
H -0.024 3.224 -1.177
H 1.530 2.966 -0.452
H 0.827 1.681 -1.516
H -0.510 2.082 1.080
H -2.172 0.533 -0.132
H -1.240 0.934 -1.689
H -1.268 -2.430 1.069
```

The energy above the lowest of the compared OMol25 structures with the same formula, charge and spin is 47.4 kcal per mole. Its SMILES is C[C@H]1CN(S)C1=O. Its electronic energy is -18632.496 eV. For the HOMO energy, the calculation gives -9.72 eV.